Entry 1:
71
Properties=species:S:1:pos:R:3:forces:R:3:lowdin_charge:R:1 method="wB97M-V/def2-TZVPD" relative_energy_kcal_mol=22.48 total_charge=-1 e_homo_ev=-6.103
C 0.08826 -20.56317 -5.10318 0.3 0.0 -1.4 -0.07
C 1.06663 -19.48825 -5.61086 -1.9 1.6 3.0 -0.31
O 0.39591 -18.20113 -5.49271 1.4 -1.7 -0.7 -0.33
H -0.75420 -20.45002 -5.75779 -0.6 -0.6 -0.5 0.06
H -0.35540 -20.42234 -4.10985 0.9 0.3 0.0 0.07
H 0.52755 -21.54387 -5.25296 -0.4 -0.2 0.2 0.05
H 1.51413 -19.64473 -6.58481 -0.1 -0.4 -0.5 0.09
H 1.89019 -19.51519 -4.90347 0.8 0.0 0.0 0.07
O -0.06328 -20.68821 -8.32737 0.7 -0.9 -0.2 -0.01
H -0.75480 -20.43544 -8.90652 -1.1 0.4 -0.7 0.07
H 0.12836 -19.93595 -7.78608 -0.1 1.0 0.5 0.00
O 0.87319 -15.41685 -4.02249 0.8 -0.7 0.7 -0.09
H 0.37059 -15.95444 -4.64328 -0.6 0.5 -0.5 -0.02
H 1.40384 -16.15413 -3.64210 -0.5 1.2 -0.2 -0.02
O -2.54703 -22.98520 -5.52428 0.3 -1.1 0.2 -0.08
H -2.55621 -22.43332 -4.72869 -0.1 -0.4 -0.1 -0.01
H -2.30559 -23.89354 -5.20564 -0.2 1.4 -0.4 0.05
O -0.02116 -22.85993 -2.97086 0.4 -0.6 1.3 -0.04
H -0.76509 -22.27348 -3.01731 -1.0 0.7 -0.5 0.00
H -0.37570 -23.52122 -2.35397 0.5 0.0 -0.2 0.08
O -2.72954 -22.25468 -2.77878 -0.3 0.8 -1.5 -0.05
H -2.75083 -21.30362 -2.56845 0.2 0.3 0.1 0.02
H -2.64053 -22.68603 -1.96072 0.0 -0.9 1.7 0.03
O 3.02146 -17.29442 -6.34013 0.6 -0.7 -1.9 -0.03
H 2.23897 -17.83733 -6.21362 -0.8 0.1 0.1 -0.01
H 3.19711 -17.00541 -5.47504 0.4 0.7 2.0 0.01
O 1.30940 -22.64823 -7.32429 -0.7 -1.6 0.1 -0.05
H 0.80421 -21.94443 -7.72729 -0.5 0.2 -0.2 -0.03
H 2.13649 -22.26925 -7.07830 1.2 0.6 0.2 -0.02
O -2.10188 -19.74106 -1.93652 -1.1 -2.7 0.9 -0.03
H -2.79191 -19.32598 -1.43608 -0.1 0.8 0.1 0.05
H -1.49797 -19.14040 -2.33018 1.2 2.1 -1.0 -0.03
O 0.81491 -24.29561 -4.99326 0.7 -0.9 -1.8 -0.07
H 0.64192 -23.76698 -5.79421 0.1 -0.2 0.0 0.01
H 0.39654 -23.83327 -4.29181 -0.6 0.8 1.0 -0.06
O 2.36374 -17.52849 -3.37896 -0.6 0.1 -1.4 -0.01
H 2.96426 -17.44939 -2.68953 1.9 0.4 2.0 0.05
H 2.20622 -18.46399 -3.43967 -0.3 -1.1 -0.2 0.01
O 3.71451 -21.36234 -6.83265 -2.2 0.2 2.1 0.00
H 4.37197 -21.90071 -7.16877 2.2 -1.3 -1.3 0.04
H 3.81297 -20.47285 -7.09949 0.4 1.3 -1.0 0.04
O 1.51530 -18.01623 -9.02502 1.4 -0.4 0.9 -0.02
H 1.14181 -17.82327 -9.86137 -0.3 0.5 -1.5 0.07
H 2.39467 -17.60795 -8.97871 -0.5 0.4 0.2 0.10
O -0.40865 -17.95330 -3.12623 -1.4 -0.5 1.1 -0.08
H 0.41714 -17.82916 -2.68150 0.5 0.2 0.4 0.01
H -0.13487 -18.00881 -4.07698 0.3 0.0 -1.0 -0.03
O 1.08052 -15.41373 -6.97831 0.0 1.1 -0.7 -0.07
H 0.28461 -15.95059 -7.02995 0.0 -0.4 0.2 -0.01
H 1.78477 -15.91840 -6.56573 -0.3 -0.3 0.0 -0.03
O -0.71866 -17.67435 -7.69145 -0.2 -0.5 -1.9 -0.13
H -0.39780 -17.99209 -6.80107 0.6 0.3 0.3 -0.03
H 0.02163 -17.79580 -8.35478 -1.3 0.5 2.0 0.00
O 4.94267 -19.97207 -4.45092 0.0 0.4 -0.3 -0.07
H 4.54655 -20.52451 -5.15174 -0.1 0.1 0.6 -0.01
H 4.58710 -19.07994 -4.58318 0.1 -0.4 -0.1 0.01
O -1.84763 -15.94283 -5.42323 0.5 0.8 -0.5 -0.02
H -2.22831 -16.78228 -5.63418 0.0 -1.4 -0.5 -0.02
H -2.43086 -15.66483 -4.73785 -0.4 0.7 1.0 0.03
O -2.44882 -18.74816 -5.18205 -2.5 0.1 -1.0 -0.04
H -1.59468 -18.97318 -4.87444 1.5 -0.2 0.1 -0.04
H -2.57864 -19.17222 -6.05164 0.4 0.3 0.7 0.07
O 2.82712 -22.13500 -4.19773 0.5 -0.8 -0.5 -0.04
H 2.21624 -21.50303 -3.85228 -0.4 0.7 0.5 -0.04
H 2.28411 -22.66798 -4.80007 0.2 -0.2 0.3 0.01
O 1.72537 -20.15079 -2.22329 -0.2 0.4 1.1 -0.05
H 1.03502 -20.82503 -2.08881 0.3 0.2 -0.1 0.04
H 1.75907 -19.63445 -1.38320 -0.1 -0.8 -0.9 0.08
O 2.65846 -20.43085 -9.56014 0.4 -0.6 -0.2 -0.05
H 1.80797 -20.79477 -9.33063 -0.6 -1.3 0.0 -0.01
H 2.39226 -19.56369 -9.29089 0.3 1.5 0.0 -0.04

=====

Entry 2:
8
Properties=species:S:1:pos:R:3:forces:R:3:lowdin_charge:R:1 method="wB97M-V/def2-TZVPD" s_squared=0.76 relative_energy_kcal_mol=8.93 multiplicity=2 e_homo_ev="-7.374 / -7.316"
H 2.21248 -1.47774 -0.89865 -0.4 0.8 0.2 0.12
C -0.50225 0.75353 -3.00963 0.4 0.2 -0.1 -0.05
H -0.88968 1.55558 -2.37626 -0.1 -0.5 -0.1 0.03
H -0.79610 0.73698 -4.05907 0.1 0.0 0.3 0.03
C 0.48617 -0.05801 -2.58421 0.1 0.6 -0.6 -0.47
O 0.94589 -0.13147 -1.35157 0.8 -0.4 1.5 -0.41
Ag 1.93030 0.45339 0.74638 -0.5 -0.6 -1.5 0.66
H 1.03803 -0.66042 -3.32415 -0.4 -0.1 0.3 0.09

=====

Entry 3:
20
Properties=species:S:1:pos:R:3:forces:R:3:lowdin_charge:R:1 method="wB97M-V/def2-TZVPD" total_charge=+2 e_homo_ev=-16.003
Hg -2.48251 -2.24377 1.89621 0.4 0.8 0.4 1.57
Hg 0.75254 2.05570 1.36284 -0.4 -1.0 0.1 1.48
B -1.23076 -0.53246 -0.10180 -0.6 0.0 -0.4 -1.24
F -1.31895 -0.22504 -1.40307 0.1 0.0 0.5 0.25
F -0.97254 -1.92302 0.13678 0.1 -0.5 0.2 0.07
F -0.26686 0.21621 0.61110 0.6 -0.2 -0.3 -0.03
F -2.41242 -0.31768 0.68730 -0.7 0.2 -0.6 0.03
O -0.49662 1.27885 2.99172 0.4 0.2 -0.4 -0.36
P -1.44265 0.50992 3.86276 -0.6 -0.5 0.3 0.27
O -2.12525 -0.77030 3.39873 0.5 0.2 -0.1 -0.36
F -2.55299 1.45698 4.31917 0.2 -0.2 -0.2 0.00
F -0.74871 0.14993 5.17590 0.1 0.2 -0.3 0.00
Cl 2.33140 1.81651 -3.90016 -0.2 -0.1 0.2 0.59
C 1.48135 0.31284 -3.45558 0.2 0.1 -0.3 -0.64
C 2.22608 -0.47006 -2.40439 -0.6 0.0 -0.3 -0.52
Cl 2.39986 0.49687 -0.86212 0.4 0.6 0.9 0.56
H 1.43041 -0.27614 -4.37100 0.0 -0.2 0.1 0.09
H 0.46418 0.54211 -3.15138 0.0 0.1 0.1 0.06
H 3.25321 -0.69679 -2.68226 0.1 0.2 0.1 0.09
H 1.71125 -1.38068 -2.11073 -0.1 0.0 -0.1 0.08

=====

| no. | E_tot (Eh) |
| --- | --- |
| 1 | -1759.7167 |
| 2 | -300.5937 |
| 3 | -2421.2698 |